A structure of composition C19H45N4O8PS in a non-equilibrium geometry, computed with ωB97M-V with the def2-TZVPD basis set.

Computed properties:
E_LUMO: 0.582 eV
2S+1: 1
Net charge: 0
Gap between HOMO and LUMO: 9.26 eV

CARTESIAN COORDINATES (ANGSTROEM)
C (-7.0060, 2.6379, 0.6850)
C (-6.6056, 2.8811, -0.7617)
C (-5.5338, 3.9270, -0.9240)
O (-4.2746, 3.3739, -0.5379)
C (-3.1654, 4.1194, -0.9166)
O (-2.0185, 3.3008, -1.2262)
S (-2.1674, 1.6610, -1.1877)
O (-1.1443, 1.2332, -0.2624)
O (-1.6569, 1.3845, -2.7221)
P (-1.8082, -0.2122, -3.2998)
C (-0.4858, -1.1580, -2.4736)
C (-3.3173, -0.9270, -2.5223)
C (-4.4751, -0.9578, -3.5312)
H (-6.1468, 2.3932, 1.3062)
H (-7.7232, 1.8253, 0.7651)
H (-7.4637, 3.5328, 1.1033)
H (-7.4807, 3.2597, -1.2935)
H (-6.3326, 1.9501, -1.2573)
H (-5.4920, 4.2448, -1.9673)
H (-5.7571, 4.7876, -0.2886)
H (-3.3738, 4.7147, -1.8087)
H (-2.8620, 4.7882, -0.1070)
H (-0.2699, -0.8273, -1.4614)
H (0.4141, -1.0311, -3.0723)
H (-0.7506, -2.2121, -2.5176)
H (-3.0812, -1.9496, -2.2316)
H (-3.6475, -0.4241, -1.6158)
H (-4.2482, -1.6864, -4.3046)
H (-4.6357, 0.0123, -3.9932)
H (-5.3781, -1.2783, -3.0168)
C (-2.0220, -3.9054, 1.3698)
C (-1.1033, -4.2359, 0.2157)
O (-1.5200, -4.3410, -0.9304)
N (0.2095, -4.4140, 0.4951)
C (0.8864, -4.3288, 1.7768)
H (-3.0302, -3.7955, 0.9828)
H (-2.0139, -4.7033, 2.1128)
H (-1.7232, -2.9716, 1.8477)
H (0.7699, -4.6277, -0.3156)
H (1.6547, -3.5568, 1.7235)
H (1.3648, -5.2813, 2.0110)
H (0.1863, -4.0851, 2.5690)
C (4.6679, -0.9938, -1.0167)
C (3.3834, -1.3315, -0.3045)
O (3.1289, -2.4769, 0.0545)
N (2.5064, -0.3304, -0.0696)
C (2.6007, 1.0683, -0.4389)
H (5.2396, -1.9081, -1.1241)
H (4.4723, -0.5880, -2.0097)
H (5.2553, -0.2778, -0.4422)
H (1.6764, -0.6297, 0.4194)
H (2.5560, 1.6916, 0.4551)
H (1.7495, 1.3053, -1.0789)
H (3.5212, 1.2796, -0.9721)
C (-0.3457, 6.5317, 3.6306)
C (-1.6758, 5.9315, 3.2372)
O (-2.7367, 6.4405, 3.5604)
N (-1.6494, 4.7909, 2.4981)
C (-0.4997, 4.0422, 2.0164)
H (-0.5359, 7.4293, 4.2101)
H (0.2303, 5.8335, 4.2388)
H (0.2363, 6.7974, 2.7475)
H (-2.5677, 4.4401, 2.2745)
H (-0.5239, 3.9888, 0.9275)
H (-0.5373, 3.0266, 2.4126)
H (0.4268, 4.5098, 2.3316)
C (9.3186, -4.2738, 0.4880)
C (8.0966, -3.4106, 0.2717)
O (8.1728, -2.1962, 0.1701)
N (6.8946, -4.0380, 0.1918)
C (6.6045, -5.4551, 0.2881)
H (10.1891, -3.6272, 0.5280)
H (9.2437, -4.8241, 1.4265)
H (9.4427, -4.9830, -0.3310)
H (6.1197, -3.4072, 0.0545)
H (6.1247, -5.8053, -0.6271)
H (5.9269, -5.6448, 1.1220)
H (7.5158, -6.0226, 0.4429)

Forces on the atoms, in the same order (eV/Å):
C 0.148 0.001 0.088
C -0.508 0.079 0.114
C 0.198 -0.222 -0.018
O 0.229 -0.218 -0.088
C 0.032 0.183 -0.156
O -0.232 -0.450 -0.030
S -0.714 0.545 0.118
O 0.542 -0.117 -0.088
O -0.065 0.072 0.958
P 0.089 -0.373 -1.007
C 0.275 0.479 -0.069
C -0.377 0.150 0.021
C 0.297 -0.185 0.361
H 0.094 -0.083 0.008
H -0.072 -0.067 0.011
H -0.055 0.068 0.059
H -0.075 -0.022 -0.101
H 0.245 0.003 -0.043
H 0.146 0.118 -0.084
H -0.026 0.162 -0.047
H -0.066 -0.033 -0.089
H 0.195 -0.033 0.024
H -0.122 -0.198 0.193
H 0.141 0.046 0.010
H -0.103 -0.116 0.198
H 0.189 -0.074 0.058
H 0.121 0.050 0.107
H -0.082 0.041 -0.219
H -0.098 0.092 -0.055
H -0.195 0.034 -0.100
C -0.042 0.013 -0.056
C 0.077 -0.037 -0.048
O -0.066 0.107 -0.016
N -0.117 -0.052 0.058
C 0.120 0.063 -0.269
H 0.009 -0.012 -0.051
H 0.027 0.048 0.056
H 0.013 -0.033 0.066
H 0.053 0.092 0.013
H 0.021 -0.021 0.082
H -0.026 0.005 0.093
H -0.047 -0.019 -0.010
C -0.040 -0.027 0.020
C -0.114 -0.070 0.002
O 0.110 -0.075 0.027
N 0.170 -0.096 0.081
C -0.386 -0.174 0.032
H 0.050 0.021 -0.055
H 0.020 0.078 0.025
H 0.034 0.032 -0.069
H -0.047 0.046 -0.049
H 0.038 0.091 -0.062
H 0.075 0.250 -0.013
H 0.045 -0.079 0.004
C -0.038 0.036 0.029
C -0.077 0.024 0.005
O 0.057 0.001 -0.015
N 0.096 0.072 -0.021
C -0.389 -0.044 -0.001
H -0.053 0.000 0.000
H 0.056 -0.003 -0.051
H 0.056 -0.049 0.018
H -0.005 -0.055 0.038
H 0.139 -0.068 -0.007
H 0.141 -0.033 -0.060
H -0.008 0.045 0.021
C 0.022 0.058 -0.004
C -0.026 0.075 -0.012
O 0.017 -0.047 0.002
N 0.040 -0.037 -0.011
C -0.153 0.235 -0.030
H -0.024 0.048 -0.007
H 0.003 -0.066 -0.035
H -0.006 -0.059 0.046
H -0.074 -0.067 0.077
H 0.039 -0.077 0.003
H 0.036 -0.074 0.019
H 0.022 -0.004 0.002